<one>
Below is C51H71N7O5S3Ti as an isolated structure, with properties calculated with ωB97M-V/def2-TZVPD.

Atoms and positions in Å:
Ti (0.12813, 0.15359, -0.15234)
C (-1.43374, 6.75192, 3.04739)
C (-1.84709, 5.38059, 3.60221)
C (-1.57128, 5.34378, 5.11301)
C (-3.35239, 5.21183, 3.39152)
C (-1.04254, 4.28174, 2.90316)
C (-1.64330, 3.31940, 2.09614)
C (-0.86979, 2.32735, 1.50836)
N (-1.27544, 1.34847, 0.62950)
C (-2.54548, 0.90326, 0.30205)
C (-3.73550, 1.05719, 0.99787)
C (-4.90276, 0.43162, 0.56127)
C (-4.83769, -0.35279, -0.57828)
C (-3.65283, -0.56288, -1.29544)
C (-2.50362, 0.07902, -0.84661)
O (-1.26251, -0.04482, -1.38653)
C (-3.59577, -1.54198, -2.47411)
C (-2.73676, -2.74889, -2.06283)
C (-4.98208, -2.05880, -2.86280)
C (-2.99096, -0.86333, -3.71594)
C (-6.18691, 0.58307, 1.38280)
C (-5.98470, -0.07749, 2.75591)
C (-6.50695, 2.07335, 1.57798)
C (-7.38904, -0.07638, 0.70695)
C (0.52794, 2.28116, 1.69602)
O (1.10445, 1.22734, 1.06922)
C (1.15759, 3.27139, 2.45385)
C (0.33434, 4.23487, 3.05289)
C (2.66849, 3.41225, 2.69787)
C (3.12833, 4.79498, 2.20755)
C (3.52129, 2.36870, 1.97753)
C (2.95865, 3.27863, 4.20076)
H (-2.01037, 7.54877, 3.52921)
H (-1.61385, 6.79827, 1.97053)
H (-0.37325, 6.94556, 3.22336)
H (-2.17976, 6.09636, 5.62551)
H (-0.52293, 5.55281, 5.33389)
H (-1.81526, 4.36185, 5.52466)
H (-3.88692, 5.97726, 3.96073)
H (-3.69792, 4.23415, 3.73739)
H (-3.62575, 5.32719, 2.33957)
H (-2.70267, 3.35291, 1.88282)
H (-3.72561, 1.61053, 1.92846)
H (-5.73934, -0.83808, -0.92161)
H (-3.20041, -3.27634, -1.22442)
H (-1.74033, -2.43554, -1.75783)
H (-2.63676, -3.44959, -2.89998)
H (-5.45090, -2.62027, -2.05087)
H (-4.88655, -2.73144, -3.71968)
H (-5.64581, -1.23865, -3.15119)
H (-1.96384, -0.55131, -3.53633)
H (-3.58405, 0.01394, -3.99243)
H (-2.99760, -1.56035, -4.56094)
H (-5.14411, 0.36782, 3.29152)
H (-5.77592, -1.14426, 2.63445)
H (-6.88228, 0.03441, 3.37319)
H (-5.73689, 2.57869, 2.16532)
H (-7.46034, 2.19236, 2.10191)
H (-6.57888, 2.57660, 0.61077)
H (-7.24925, -1.15500, 0.59838)
H (-7.57248, 0.35220, -0.28207)
H (-8.28150, 0.08492, 1.31622)
H (0.81098, 4.99164, 3.66708)
H (2.83615, 4.94524, 1.16488)
H (4.21876, 4.87546, 2.27635)
H (2.69512, 5.60363, 2.79783)
H (3.43437, 2.45987, 0.89351)
H (3.23741, 1.35580, 2.25978)
H (4.57347, 2.52745, 2.24107)
H (2.39513, 4.00314, 4.79054)
H (4.02491, 3.44010, 4.39218)
H (2.69304, 2.27776, 4.55015)
N (-0.85992, 3.20733, -2.03000)
C (0.46456, 3.33750, -2.60675)
C (1.13150, 1.99055, -2.81802)
N (1.50294, 1.27789, -1.56511)
H (-1.48767, 2.69417, -2.63547)
H (-1.27458, 4.10606, -1.83071)
H (1.07439, 3.92894, -1.91570)
H (0.48251, 3.85312, -3.57504)
H (2.03091, 2.16998, -3.41180)
H (0.47562, 1.33158, -3.38730)
H (2.02420, 1.91488, -0.97167)
H (2.13631, 0.53254, -1.83137)
O (1.20106, -3.90638, 3.46648)
C (-0.12979, -3.73360, 3.42128)
C (-0.91068, -4.46926, 4.31166)
C (-2.28492, -4.34039, 4.30502)
C (-2.91828, -3.47811, 3.40950)
C (-2.15274, -2.74105, 2.53212)
C (-0.75732, -2.85320, 2.52565)
C (-0.00345, -2.00994, 1.59504)
O (-0.65840, -1.16482, 0.87003)
N (1.29672, -2.10317, 1.52139)
N (1.83227, -1.23491, 0.55957)
C (3.10348, -1.13801, 0.67403)
S (4.10248, -0.22911, -0.43678)
C (5.63032, -1.09983, 0.01734)
C (5.59024, -1.28602, 1.51738)
S (3.96891, -1.98345, 1.94607)
H (1.60244, -3.32597, 2.78395)
H (-0.41009, -5.13924, 4.99981)
H (-2.87337, -4.91739, 5.00878)
H (-3.99613, -3.38552, 3.40547)
H (-2.61202, -2.05407, 1.83056)
H (6.46667, -0.48224, -0.30897)
H (5.65775, -2.05933, -0.49758)
H (5.71632, -0.33956, 2.04182)
H (6.34826, -1.99417, 1.85173)
C (1.91341, -6.05504, -5.64824)
C (1.66792, -4.81489, -4.79382)
C (2.84887, -3.85265, -4.86098)
N (2.55225, -2.54165, -4.24303)
C (2.18578, -2.43875, -2.94400)
S (0.80193, -1.60541, -2.51270)
N (2.94092, -3.04140, -1.97534)
C (4.21882, -3.63490, -1.92787)
O (4.44759, -4.37533, -1.00911)
C (5.27849, -3.26931, -2.91024)
C (6.23966, -4.23569, -3.19222)
C (7.28397, -3.94995, -4.05582)
C (7.38630, -2.68625, -4.62490)
C (6.44541, -1.71126, -4.32029)
C (5.38964, -2.00141, -3.46874)
H (1.09186, -6.76416, -5.54894)
H (2.83435, -6.56188, -5.34778)
H (2.00552, -5.78990, -6.70413)
H (1.50344, -5.10574, -3.75163)
H (0.76267, -4.29726, -5.12266)
H (3.11882, -3.65249, -5.89806)
H (3.72202, -4.29431, -4.38566)
H (1.90479, -1.99940, -4.79783)
H (2.45060, -3.13973, -1.09457)
H (6.15180, -5.20986, -2.72697)
H (8.02237, -4.70974, -4.27934)
H (8.20319, -2.45903, -5.29839)
H (6.53130, -0.71962, -4.74756)
H (4.66791, -1.23286, -3.22246)

The calculation puts the highest occupied orbital energy at -6.2 eV. Its gap between HOMO and LUMO is 5.63 eV. For the lowest unoccupied orbital energy, the calculation gives -0.574 eV. The spin multiplicity is 1.



<two>
Below is C51H71N7O5S3Ti as an isolated structure, with properties calculated with ωB97M-V/def2-TZVPD.

Atoms and positions in Å:
Ti (0.49488, 1.72162, -0.50859)
C (-0.76122, -0.55468, 6.01471)
C (-1.16412, 0.91512, 5.86891)
C (-0.31532, 1.74252, 6.84571)
C (-2.64662, 1.06702, 6.23461)
C (-0.92132, 1.42992, 4.46001)
C (-0.37262, 0.65082, 3.46651)
C (-0.07852, 1.21112, 2.21651)
N (0.58398, 0.63992, 1.19091)
C (1.07358, -0.59618, 0.97321)
C (0.80958, -1.81528, 1.61201)
C (1.56678, -2.92768, 1.30311)
C (2.66548, -2.75008, 0.45211)
C (2.95968, -1.57638, -0.23049)
C (2.02708, -0.52168, -0.11069)
O (1.90338, 0.54772, -0.85009)
C (4.29518, -1.49238, -0.96279)
C (4.59488, -0.05638, -1.38899)
C (4.35008, -2.41938, -2.18379)
C (5.40128, -1.90478, 0.02711)
C (1.29358, -4.31378, 1.86631)
C (0.15628, -4.28368, 2.88991)
C (2.54808, -4.86388, 2.56201)
C (0.88878, -5.25068, 0.71881)
C (-0.36062, 2.59882, 1.94081)
O (0.01268, 3.04132, 0.76601)
C (-0.95532, 3.38252, 2.95871)
C (-1.21962, 2.76932, 4.16821)
C (-1.22862, 4.86402, 2.73351)
C (0.11158, 5.57282, 2.48771)
C (-2.12582, 5.01362, 1.49961)
C (-1.91792, 5.53212, 3.92781)
H (-0.90592, -0.87608, 7.04351)
H (0.28958, -0.68998, 5.76581)
H (-1.36732, -1.19088, 5.37401)
H (-0.49572, 1.41612, 7.86721)
H (-0.55902, 2.79922, 6.78441)
H (0.74248, 1.62092, 6.62271)
H (-2.82662, 0.66272, 7.22731)
H (-3.27632, 0.53352, 5.52701)
H (-2.94762, 2.11042, 6.24381)
H (-0.12472, -0.38058, 3.63371)
H (-0.01442, -1.86388, 2.30061)
H (3.32228, -3.59168, 0.30851)
H (3.83278, 0.31682, -2.06759)
H (5.56038, -0.01748, -1.88859)
H (4.62678, 0.57482, -0.50139)
H (3.69698, -2.05268, -2.97049)
H (4.06328, -3.43708, -1.92589)
H (5.36438, -2.44298, -2.57709)
H (5.33258, -1.30568, 0.93331)
H (6.37328, -1.73148, -0.43109)
H (5.33948, -2.95508, 0.30011)
H (0.39048, -3.60308, 3.70571)
H (0.00878, -5.27568, 3.30941)
H (-0.77682, -3.97828, 2.42141)
H (2.89198, -4.16958, 3.32571)
H (3.35878, -5.03688, 1.86071)
H (2.31988, -5.81558, 3.03661)
H (-0.02772, -4.90138, 0.24641)
H (0.71048, -6.25518, 1.09671)
H (1.65478, -5.31258, -0.04849)
H (-1.66402, 3.35582, 4.95231)
H (0.53588, 5.23492, 1.54621)
H (0.81458, 5.36012, 3.29221)
H (-0.03142, 6.64962, 2.43291)
H (-1.66992, 4.53462, 0.63501)
H (-2.27772, 6.06662, 1.27631)
H (-3.09052, 4.54232, 1.67431)
H (-1.28762, 5.50782, 4.81451)
H (-2.86662, 5.04852, 4.14621)
H (-2.11802, 6.57502, 3.69211)
N (3.07808, 2.80442, 1.52761)
C (3.27388, 3.93252, 0.63021)
C (3.26038, 3.44212, -0.81419)
N (1.89278, 3.16722, -1.27119)
H (2.90778, 3.12312, 2.47671)
H (2.26458, 2.26182, 1.23051)
H (4.25268, 4.36952, 0.85511)
H (2.51968, 4.73322, 0.73891)
H (3.83148, 2.51212, -0.86429)
H (3.73808, 4.18872, -1.46209)
H (1.96898, 2.72922, -2.19629)
H (1.38918, 4.05112, -1.40139)
O (-4.36422, 2.45732, -2.72699)
C (-4.54832, 2.11082, -1.43949)
C (-5.83512, 2.19312, -0.91299)
C (-6.09492, 1.81892, 0.39211)
C (-5.06562, 1.35052, 1.19681)
C (-3.78222, 1.27452, 0.70061)
C (-3.49652, 1.64822, -0.61949)
C (-2.11262, 1.61472, -1.07699)
O (-1.19102, 1.03002, -0.35779)
N (-1.77572, 2.16942, -2.22179)
N (-0.42022, 2.25752, -2.41199)
C (-0.06752, 2.09472, -3.66919)
S (-1.24392, 1.53912, -4.86759)
C (0.10248, 1.08062, -6.03199)
C (1.09998, 2.21252, -6.07659)
S (1.33968, 2.89492, -4.38829)
H (-3.40472, 2.40842, -2.93079)
H (-6.61682, 2.57232, -1.55169)
H (-7.09792, 1.89392, 0.78551)
H (-5.26942, 1.06162, 2.21711)
H (-2.96432, 0.94342, 1.32911)
H (0.57088, 0.17512, -5.64329)
H (-0.34352, 0.88952, -7.00609)
H (0.75828, 3.03602, -6.70549)
H (2.07058, 1.86672, -6.42799)
C (-3.68942, -2.32008, -0.95579)
C (-2.64352, -1.47908, -1.67259)
C (-1.82202, -2.32688, -2.64259)
N (-0.76742, -1.54558, -3.24859)
C (0.54628, -1.70868, -3.04609)
S (1.63718, -0.55148, -3.47869)
N (0.98378, -2.91788, -2.52059)
C (0.69878, -4.17948, -2.99009)
O (1.05778, -5.16748, -2.38829)
C (0.00948, -4.23638, -4.30779)
C (-1.07422, -5.08628, -4.49889)
C (-1.63982, -5.21678, -5.75439)
C (-1.11512, -4.51958, -6.83159)
C (-0.03472, -3.67198, -6.64459)
C (0.52708, -3.52798, -5.38839)
H (-4.28772, -1.69438, -0.30009)
H (-3.21502, -3.09558, -0.35939)
H (-4.35352, -2.79938, -1.67029)
H (-1.96372, -1.03048, -0.94169)
H (-3.13572, -0.67128, -2.21869)
H (-2.46802, -2.73278, -3.42909)
H (-1.37272, -3.16178, -2.10069)
H (-1.04132, -0.64768, -3.64209)
H (1.70768, -2.85968, -1.80829)
H (-1.46352, -5.64058, -3.65799)
H (-2.49192, -5.86558, -5.89149)
H (-1.54372, -4.64518, -7.81529)
H (0.37158, -3.12158, -7.48049)
H (1.38758, -2.88798, -5.25569)

The calculation puts the highest occupied orbital energy at -6.4 eV. Its gap between HOMO and LUMO is 5.46 eV. For the lowest unoccupied orbital energy, the calculation gives -0.920 eV. The spin multiplicity is 1.



Most stable = <one>



<one>
Below is a 2-piece molecular cluster, C7H14N3O overall, with properties calculated with ωB97M-V/def2-TZVPD.

Atoms and positions in Å:
C (-1.53893, 0.39065, 0.20815)
C (0.81337, -1.73924, -1.06010)
C (1.95115, -1.01383, -0.55181)
C (1.10967, -1.76552, 0.43300)
C (0.68220, -0.98978, 2.51043)
C (-2.27066, -0.47366, 1.00217)
C (-0.01348, 2.98260, -1.85038)
N (-0.94356, 1.33542, -0.21418)
N (0.45976, -0.77517, 1.28858)
N (0.00526, 1.81388, -0.97955)
O (0.13445, -0.16799, 3.43751)
H (-0.11454, -1.23973, -1.44961)
H (1.10905, -2.65950, -1.65787)
H (2.98648, -1.32542, -0.81175)
H (1.86271, 0.05926, -0.59516)
H (1.43519, -2.74584, 0.80893)
H (1.38366, -1.65647, 2.97616)
H (-1.78930, -1.00527, 1.85417)
H (-2.65288, -1.29069, 0.24857)
H (-3.22791, -0.05710, 1.36275)
H (-0.96027, 3.05860, -2.34293)
H (0.33045, 3.85806, -1.32253)
H (0.79636, 2.84213, -2.62305)
H (0.88309, 1.86177, -0.41979)
H (-0.29439, 0.48274, 2.95832)

As for the net charge: +1. The calculation puts the highest occupied orbital energy at -12.8 eV. Its gap between HOMO and LUMO is 8.95 eV. For the lowest unoccupied orbital energy, the calculation gives -3.835 eV. The spin multiplicity is 1.



<two>
Below is C7H14N3O as an isolated structure, with properties calculated with ωB97M-V/def2-TZVPD.

Atoms and positions in Å:
C (0.23024, 1.04349, -2.09944)
C (-0.43117, -0.81432, 2.14697)
C (-0.94614, -1.59496, 0.93730)
C (0.99789, -0.53896, 1.88156)
C (-0.82997, -0.72221, -0.33971)
C (1.14793, 0.44141, 0.73936)
C (0.58184, -0.21511, -0.61083)
N (1.45921, -1.21886, -0.98714)
N (-0.18655, 2.32636, -1.83537)
N (0.47965, 0.69234, -3.28662)
O (1.97048, -1.39517, -2.06033)
H (-1.10407, -0.04849, 2.24800)
H (-0.69517, -1.61555, 2.91524)
H (-0.55001, -2.62949, 0.96431)
H (-2.00746, -1.65015, 1.00691)
H (1.45864, -0.10573, 2.80391)
H (1.47910, -1.54613, 1.59882)
H (-1.25204, -1.14795, -1.25735)
H (-1.39194, 0.32598, -0.21626)
H (0.76479, 1.47253, 0.94791)
H (2.23215, 0.73851, 0.49956)
H (-0.61754, 2.65754, -0.97758)
H (-0.24874, 3.00678, -2.53815)
H (0.86927, -0.21137, -3.42198)
H (0.19582, 1.27881, -4.09901)

As for the net charge: +1. The calculation puts the highest occupied orbital energy at -13.2 eV. Its gap between HOMO and LUMO is 8.92 eV. For the lowest unoccupied orbital energy, the calculation gives -4.302 eV. The spin multiplicity is 1.



<three>
Below is a 2-piece molecular cluster, C7H14N3O overall, with properties calculated with ωB97M-V/def2-TZVPD.

Atoms and positions in Å:
C (1.05867, 1.65087, 2.31969)
C (-1.32555, -1.31986, -0.25559)
C (1.14929, 0.84418, 1.23273)
C (-1.74911, -0.37130, 0.59223)
C (-1.03289, 0.92638, 0.57077)
C (-2.79399, -0.68985, 1.64437)
C (0.29703, 1.16908, 0.03960)
N (2.83951, -0.90763, -1.86395)
N (2.19269, -1.31090, -4.02302)
N (1.99640, -1.02869, -2.73795)
O (-1.51134, 1.92472, 1.37474)
H (-2.23889, 1.67560, 1.95478)
H (1.79643, 1.63236, 3.19416)
H (-1.81210, -2.23295, -0.00223)
H (-0.69680, -1.05805, -1.16705)
H (1.75482, -0.07324, 1.06595)
H (-3.74035, -0.12520, 1.57460)
H (-2.37668, -0.51448, 2.68551)
H (-3.22074, -1.64008, 1.75599)
H (0.58957, 0.62031, -0.83115)
H (0.24944, 2.24068, -0.14857)
H (3.74087, -0.98448, -2.35869)
H (0.21272, 2.20409, 2.49425)
H (1.43919, -1.38628, -4.69085)
H (3.18182, -1.24527, -4.42032)

As for the net charge: +1. The calculation puts the highest occupied orbital energy at -12.6 eV. Its gap between HOMO and LUMO is 7.33 eV. For the lowest unoccupied orbital energy, the calculation gives -5.275 eV. The spin multiplicity is 1.



Most stable = <two>



<one>
Below is an isolated ion of composition CH5N2O and charge +1, with properties calculated with ωB97M-V/def2-TZVPD.

Atoms and positions in Å:
C (0.08429, 0.83605, 0.65245)
N (0.21596, -0.75664, -1.02998)
N (-0.34719, -0.46164, 0.22827)
O (-0.95787, -1.30615, 0.82108)
H (-0.18635, 1.62587, -0.02915)
H (1.23525, 0.85733, 0.85782)
H (-0.54260, 0.90201, 1.59451)
H (0.60645, -0.02614, -1.68665)
H (-0.10795, -1.67070, -1.40835)

The SMILES is C[N+](N)=O. As for the net charge: +1. The calculation puts the highest occupied orbital energy at -17.6 eV. Its gap between HOMO and LUMO is 10.64 eV. For the lowest unoccupied orbital energy, the calculation gives -6.923 eV. The spin multiplicity is 1.



<two>
Below is an isolated ion of composition CH5N2O and charge +1, with properties calculated with ωB97M-V/def2-TZVPD.

Atoms and positions in Å:
C (0.49010, -0.17712, 0.44645)
N (1.31239, 0.80420, 0.13718)
N (-1.01486, -0.21331, -0.16491)
O (1.39645, -0.51574, -0.51930)
H (0.32007, -0.63999, 1.51569)
H (1.37750, 1.50283, -0.61626)
H (-0.95393, -0.16605, -1.19267)
H (-1.59087, 0.48418, 0.33295)
H (-1.33684, -1.07900, 0.06088)

The SMILES is [NH3+][C@@H]1NO1. As for the net charge: +1. The calculation puts the highest occupied orbital energy at -15.4 eV. Its gap between HOMO and LUMO is 11.33 eV. For the lowest unoccupied orbital energy, the calculation gives -4.042 eV. The spin multiplicity is 1.



Most stable = <one>